Entry 1:
{
  "formula": "C17H18BCoN7O2S2",
  "method": "ωB97M-V with the def2-TZVPD basis set",
  "symbols": ["H", "N", "B", "N", "C", "Co", "H", "C", "H", "C", "H", "C", "H", "H", "H", "N", "N", "N", "N", "C", "C", "H", "H", "C", "C", "C", "C", "H", "H", "H", "H", "H", "O", "S", "O", "N", "C", "S", "C", "C", "C", "C", "C", "C", "H", "H", "H", "H"],
  "coordinates": [[0.847, 3.187, -0.298], [0.422, 1.644, -1.671], [0.045, 0.223, -3.734], [0.422, 1.555, -3.026], [0.782, 2.750, -3.562], [-0.118, -0.121, -0.521], [0.840, 2.873, -4.643], [1.024, 3.642, -2.517], [1.331, 4.684, -2.593], [0.782, 2.896, -1.347], [0.107, 0.355, -4.934], [-0.637, -1.822, 0.530], [-0.612, -1.666, 1.620], [0.064, -2.636, 0.269], [-1.656, -2.132, 0.236], [-1.396, -0.174, -3.310], [1.028, -0.884, -3.263], [-1.700, -0.367, -2.001], [1.134, -1.197, -1.946], [-2.506, -0.359, -4.070], [1.889, -1.647, -3.984], [-2.457, -0.246, -5.152], [1.948, -1.537, -5.067], [-3.566, -0.684, -3.223], [2.575, -2.484, -3.104], [-3.006, -0.674, -1.930], [2.064, -2.159, -1.832], [-4.597, -0.896, -3.502], [3.338, -3.221, -3.348], [-3.468, -0.866, -0.962], [2.314, -2.560, -0.849], [-1.006, 0.664, 0.504], [2.673, 2.503, 5.104], [2.321, 1.008, 5.115], [3.583, 0.173, 5.373], [2.396, 0.836, 3.378], [1.323, 0.447, 2.781], [1.592, 0.143, 0.991], [0.204, 0.207, 3.754], [-1.144, -0.158, 3.576], [-1.949, -0.416, 4.703], [-1.431, -0.279, 5.998], [-0.118, 0.154, 6.178], [0.668, 0.397, 5.054], [-1.605, -0.244, 2.614], [-2.978, -0.724, 4.575], [-2.051, -0.485, 6.862], [0.284, 0.297, 7.173]],
  "multiplicity": 4,
  "orbital_gap_ha": [0.255, 0.238],
  "s2": 3.913,
  "total_charge": 0,
  "relative_energy_kj_mol": 393.8,
  "lumo_ev": [-0.9845, -2.7739],
  "homo_energy_ev": [-7.9215, -9.2570],
  "largest_force_ev_per_a": 9.54
}


Entry 2:
{
  "formula": "C17H18BNO4",
  "method": "ωB97M-V with the def2-TZVPD basis set",
  "symbols": ["C", "C", "O", "N", "C", "C", "C", "C", "C", "O", "C", "C", "C", "O", "B", "C", "C", "C", "C", "C", "C", "O", "C", "H", "H", "H", "H", "H", "H", "H", "H", "H", "H", "H", "H", "H", "H", "H", "H", "H", "H"],
  "coordinates": [[2.863, -2.006, 2.067], [2.073, -0.863, 2.559], [2.267, -0.201, 3.589], [0.917, -0.591, 1.739], [0.029, 0.524, 1.877], [0.442, 1.638, 2.625], [-0.372, 2.804, 2.619], [-1.592, 2.800, 1.967], [-1.952, 1.751, 1.045], [-3.136, 1.882, 0.352], [-3.548, 0.935, -0.567], [-2.747, 0.765, -1.880], [-2.989, -0.449, -2.695], [-1.853, -1.273, -2.760], [-0.890, -0.419, -2.079], [0.604, -0.677, -1.774], [1.067, -1.992, -1.785], [2.379, -2.331, -1.475], [3.247, -1.320, -1.309], [2.777, -0.021, -1.308], [1.507, 0.332, -1.576], [-1.362, 0.778, -1.624], [-1.119, 0.624, 1.073], [3.721, -2.204, 2.823], [3.238, -1.874, 1.054], [2.161, -2.847, 2.030], [0.854, -1.128, 0.858], [1.402, 1.649, 3.123], [-0.112, 3.663, 3.115], [-2.123, 3.700, 1.935], [-3.671, -0.054, -0.102], [-4.526, 1.352, -0.741], [-2.934, 1.692, -2.438], [-3.870, -0.925, -2.146], [-3.208, -0.236, -3.763], [0.316, -2.739, -1.833], [2.692, -3.323, -1.248], [4.265, -1.451, -0.942], [3.502, 0.827, -1.187], [1.159, 1.408, -1.668], [-1.478, -0.201, 0.451]],
  "orbital_gap_ha": 0.310,
  "total_charge": 0,
  "relative_energy_kj_mol": 128.5,
  "lumo_ev": 0.4592,
  "homo_energy_ev": -7.9877,
  "largest_force_ev_per_a": 3.83
}


Entry 3:
{
  "formula": "C17H18Cl33F8O7PS",
  "method": "ωB97M-V with the def2-TZVPD basis set",
  "symbols": ["O", "P", "O", "O", "C", "C", "O", "C", "C", "F", "F", "F", "O", "S", "O", "O", "C", "F", "F", "C", "F", "F", "F", "H", "H", "H", "H", "H", "H", "H", "C", "Cl", "Cl", "Cl", "H", "C", "Cl", "Cl", "Cl", "H", "C", "Cl", "Cl", "Cl", "H", "C", "Cl", "Cl", "Cl", "H", "C", "Cl", "Cl", "Cl", "H", "C", "Cl", "Cl", "Cl", "H", "C", "Cl", "Cl", "Cl", "H", "C", "Cl", "Cl", "Cl", "H", "C", "Cl", "Cl", "Cl", "H", "C", "Cl", "Cl", "Cl", "H", "C", "Cl", "Cl", "Cl", "H"],
  "coordinates": [[4.618, 2.110, 5.391], [4.610, 2.481, 3.911], [4.850, 4.148, 3.778], [3.063, 2.063, 3.334], [2.907, 2.651, 1.999], [1.480, 2.281, 1.340], [0.395, 2.483, 2.282], [0.073, 1.279, 2.993], [-1.419, 0.816, 2.652], [-1.865, 1.307, 1.417], [-2.296, 1.247, 3.681], [-1.470, -0.594, 2.609], [5.746, 1.568, 2.998], [7.277, 2.231, 3.030], [7.436, 3.469, 2.200], [7.563, 2.631, 4.453], [8.615, 1.039, 2.495], [9.414, 1.661, 1.548], [9.390, 0.778, 3.634], [8.095, -0.353, 1.908], [6.957, -0.256, 1.110], [7.992, -1.275, 2.941], [9.123, -0.849, 1.070], [5.112, 4.359, 2.854], [3.731, 2.336, 1.269], [2.908, 3.789, 2.138], [1.335, 3.062, 0.509], [1.513, 1.215, 0.932], [0.078, 1.500, 4.116], [0.833, 0.439, 2.844], [-4.608, 0.360, -1.017], [-6.117, 1.123, -0.489], [-4.880, -1.343, -1.417], [-3.926, 1.227, -2.398], [-3.893, 0.409, -0.200], [-4.732, -5.092, -0.135], [-4.965, -5.054, -1.889], [-3.388, -4.044, 0.339], [-6.216, -4.610, 0.697], [-4.489, -6.111, 0.156], [-9.042, -0.987, 0.864], [-8.234, -2.557, 0.761], [-10.635, -1.053, 0.098], [-9.186, -0.470, 2.551], [-8.437, -0.256, 0.332], [7.336, 1.015, -2.449], [7.016, 2.743, -2.248], [8.127, 0.358, -1.009], [5.835, 0.139, -2.786], [8.005, 0.887, -3.296], [-1.877, -4.361, -4.036], [-2.972, -3.235, -3.225], [-2.430, -4.691, -5.683], [-0.226, -3.722, -4.050], [-1.877, -5.296, -3.481], [-5.562, -0.199, 3.201], [-4.710, -0.788, 1.770], [-5.561, -1.426, 4.475], [-4.825, 1.303, 3.776], [-6.593, 0.008, 2.927], [1.706, 1.562, -2.415], [1.872, 3.258, -1.944], [2.643, 0.528, -1.330], [0.007, 1.084, -2.419], [2.097, 1.444, -3.423], [-13.488, -1.040, -2.409], [-12.681, -2.610, -2.514], [-15.080, -1.106, -3.177], [-13.631, -0.524, -0.723], [-12.883, -0.308, -2.940], [12.706, -1.321, 0.871], [11.691, -0.152, 1.724], [12.102, -1.587, -0.770], [14.389, -0.776, 0.834], [12.665, -2.266, 1.408], [-3.376, 4.457, 1.861], [-4.485, 5.566, 2.680], [-3.918, 4.146, 0.206], [-1.731, 5.108, 1.865], [-3.372, 3.514, 2.403], [-2.557, -4.551, -9.902], [-1.704, -5.161, -11.326], [-2.569, -5.765, -8.616], [-1.819, -3.048, -9.331], [-3.586, -4.341, -10.184]],
  "orbital_gap_ha": 0.351,
  "total_charge": 0,
  "lumo_ev": -1.2109,
  "homo_energy_ev": -10.7612,
  "largest_force_ev_per_a": 8.60
}


Entry 4:
{
  "formula": "C17H18ClN3O7S",
  "method": "ωB97M-V with the def2-TZVPD basis set",
  "symbols": ["C", "N", "C", "S", "O", "O", "C", "C", "C", "C", "Cl", "C", "N", "C", "O", "C", "O", "C", "O", "C", "N", "C", "O", "C", "C", "C", "C", "O", "C", "H", "H", "H", "H", "H", "H", "H", "H", "H", "H", "H", "H", "H", "H", "H", "H", "H", "H"],
  "coordinates": [[2.549, -1.635, -1.794], [1.975, -2.958, -1.787], [0.866, -3.178, -2.677], [1.826, -3.674, -0.288], [3.043, -3.440, 0.425], [1.384, -5.019, -0.500], [0.497, -2.751, 0.497], [-0.802, -3.220, 0.438], [-1.828, -2.428, 0.921], [-1.551, -1.172, 1.446], [-2.863, -0.152, 1.887], [-0.233, -0.718, 1.547], [0.098, 0.552, 2.030], [-0.377, 1.149, 3.153], [-1.034, 0.608, 4.006], [0.031, 2.625, 3.247], [0.023, 3.209, 1.949], [1.126, 3.823, 1.514], [2.101, 4.036, 2.176], [0.983, 4.207, 0.040], [-0.099, 3.514, -0.612], [-0.046, 2.167, -0.751], [0.959, 1.516, -0.499], [-1.283, 1.542, -1.220], [-1.544, 0.223, -1.501], [-2.909, 0.156, -1.844], [-3.381, 1.431, -1.744], [-2.413, 2.274, -1.371], [0.789, -1.524, 1.051], [3.357, -1.632, -1.068], [2.957, -1.429, -2.784], [1.823, -0.852, -1.538], [0.534, -4.202, -2.532], [1.198, -3.049, -3.707], [0.031, -2.491, -2.485], [-0.989, -4.194, 0.016], [-2.853, -2.761, 0.870], [0.792, 1.032, 1.465], [1.031, 2.717, 3.688], [-0.691, 3.150, 3.879], [0.839, 5.285, -0.039], [1.928, 3.941, -0.446], [-0.999, 3.963, -0.673], [-0.838, -0.581, -1.459], [-3.462, -0.717, -2.120], [-4.357, 1.846, -1.906], [1.813, -1.193, 1.102]],
  "orbital_gap_ha": 0.346,
  "total_charge": 0,
  "lumo_ev": 0.1950,
  "homo_energy_ev": -9.2091,
  "largest_force_ev_per_a": 1.32
}


Entry 5:
{
  "formula": "C17H18F4N2Tl",
  "method": "ωB97M-V with the def2-TZVPD basis set",
  "symbols": ["Tl", "C", "N", "C", "C", "C", "N", "C", "C", "F", "C", "F", "C", "C", "F", "C", "F", "H", "H", "H", "H", "H", "H", "H", "H", "H", "H", "H", "C", "C", "C", "C", "C", "C", "C", "H", "H", "H", "H", "H", "H", "H"],
  "coordinates": [[-0.908, -0.875, -0.398], [-4.481, 0.303, -1.726], [-3.202, 0.877, -1.279], [-2.642, 1.902, -2.183], [-3.265, 1.363, 0.105], [-2.098, 2.104, 0.629], [-0.864, 1.345, 0.475], [0.298, 1.979, 0.553], [1.473, 1.275, 0.942], [1.348, 0.003, 1.385], [2.723, 1.871, 0.938], [3.751, 1.130, 1.389], [2.969, 3.183, 0.564], [1.835, 3.869, 0.129], [1.903, 5.099, -0.445], [0.593, 3.308, 0.136], [-0.450, 4.008, -0.396], [-5.327, 0.983, -1.618], [-4.804, -0.543, -1.136], [-4.449, 0.036, -2.777], [-3.204, 2.816, -2.228], [-2.577, 1.481, -3.168], [-1.639, 2.255, -1.778], [-3.513, 0.510, 0.789], [-4.155, 2.064, 0.189], [-2.242, 2.315, 1.743], [-2.069, 3.168, 0.236], [3.985, 3.614, 0.638], [-0.030, -3.441, 0.765], [1.310, -3.575, 0.652], [2.107, -3.637, 1.824], [3.509, -3.720, 1.711], [4.141, -3.877, 0.459], [3.308, -3.939, -0.717], [1.944, -3.681, -0.619], [-0.580, -3.071, 1.608], [-0.672, -3.790, -0.081], [1.600, -3.486, 2.784], [4.114, -3.591, 2.684], [5.224, -3.940, 0.434], [3.715, -4.068, -1.701], [1.323, -3.626, -1.510]],
  "orbital_gap_ha": 0.169,
  "total_charge": -1,
  "lumo_ev": 2.5638,
  "homo_energy_ev": -2.0327,
  "largest_force_ev_per_a": 4.04
}